2 unconnected molecules or ions with the total composition C3H7N3O in a non-equilibrium geometry, computed with ωB97M-V/def2-TZVPD.

Each line ends with the natural charge from an NBO analysis.
Positions of all 14 atoms, in Å:
C 2.95635 -0.64602 -0.28869  -0.390
C 2.07155 0.39142 -0.02011  -0.036
C -2.91020 0.24702 -0.29410  -0.451
N -0.83350 0.97580 0.28872  -0.036
N 1.17405 0.50475 1.00296  -0.463
N -1.43473 -0.00237 -0.06847  0.251
O -0.89756 -1.09337 -0.16350  -0.499
H 3.93034 -0.51221 -0.77362  0.206
H 3.02487 -1.45146 0.47313  0.185
H 2.09849 1.23977 -0.66897  0.187
H -3.56422 -0.29514 0.45713  0.228
H -3.20395 1.20202 -0.06942  0.231
H -3.12157 -0.14160 -1.19555  0.220
H 0.71007 -0.41860 1.32048  0.366

Atoms 1-6, force components in eV/Å:
-0.032 0.409 2.333
0.348 -1.520 -0.382
0.123 -2.486 3.680
1.400 3.489 0.881
-1.539 -1.600 -0.160
-1.133 0.246 0.626

The calculation puts the relative energy (zero: lowest compared OMol25 entry of this formula, charge and spin) at 8.0720 eV.

---

A molecular structure, C3H2LiO3Tb in a non-equilibrium geometry, computed with ωB97M-V/def2-TZVPD.

Each line ends with the Mulliken charge.
Positions of all 10 atoms, in Å:
C 0.28318 -2.03817 -0.67014  -0.894
C -0.32722 -1.11738 -1.36462  1.174
O -0.90745 -0.47753 -2.17414  -0.549
Tb -2.10920 1.57368 -2.65564  0.668
H 1.35934 -2.10738 -0.66705  0.332
H -0.26520 -2.71585 -0.03556  0.304
O 1.30597 0.48100 2.59421  -0.124
C 0.72356 0.91942 1.72010  0.752
Li -0.16261 3.63092 2.18663  0.933
O 0.09964 1.85128 1.06621  -0.595

Atoms 1-6, force components in eV/Å:
-0.186 0.887 -0.022
0.268 -1.552 -0.341
0.084 0.477 0.518
-0.132 0.032 -0.236
0.195 0.116 -0.147
-0.293 -0.017 0.051

The expectation value of S² is 12.637. The calculation puts the relative energy (zero: lowest compared OMol25 entry of this formula, charge and spin) at 0.0000 eV. The spin multiplicity is 7. Its net charge is +2.

---

A molecular structure, C43H60AgN3O6PSSi3, computed with ωB97M-V/def2-TZVPD.

Each line ends with the Mulliken charge.
Positions of all 118 atoms, in Å:
Ag 0.28656 0.19536 0.61871  2.986
C 3.35493 -2.45812 3.07571  -0.562
Si 3.74163 -0.63399 2.77458  -0.103
C 5.40982 -0.32862 3.63654  -1.264
C 2.48841 0.27879 3.86681  -0.404
C 3.70493 -0.15787 1.03575  1.415
Si 4.16481 -1.40995 -0.18360  0.067
C 5.80379 -2.29465 0.20784  -1.186
C 2.89883 -2.78745 -0.44735  -0.780
C 4.46799 -0.75170 -1.95398  -1.067
Si 3.85328 1.53740 0.57242  -0.926
C 5.57959 2.14225 0.04200  -1.278
C 3.35649 2.81397 1.87359  -0.569
C 2.79051 1.90874 -1.01742  0.041
C 3.11360 2.92089 -1.93040  -0.694
C 2.54961 2.94026 -3.19534  -0.742
C 1.66274 1.93325 -3.54380  -0.640
C 1.31964 1.01274 -2.56726  -0.960
N 1.83401 1.01030 -1.33989  1.229
H 3.54992 -2.71219 4.12343  0.422
H 3.94312 -3.13794 2.45483  0.295
H 2.29717 -2.64517 2.86353  -0.288
H 5.37306 -0.58108 4.70307  0.328
H 5.69950 0.72472 3.54697  0.265
H 6.20092 -0.92463 3.16980  0.281
H 2.29852 -0.29813 4.77936  0.640
H 1.54466 0.38234 3.32428  -0.809
H 2.82426 1.27551 4.16357  0.427
H 5.81329 -2.75236 1.20111  0.310
H 6.62674 -1.57239 0.17324  0.258
H 6.00931 -3.07990 -0.52908  0.353
H 2.72021 -3.37081 0.45898  0.146
H 3.23645 -3.46771 -1.23917  0.452
H 1.93657 -2.35507 -0.73850  -0.015
H 4.67825 0.31855 -2.02652  0.162
H 3.59775 -0.95632 -2.58547  0.290
H 5.32278 -1.28147 -2.38795  0.479
H 6.19105 2.21100 0.94832  0.298
H 5.60820 3.12075 -0.44954  0.347
H 6.06100 1.41409 -0.61590  0.325
H 4.08549 2.80972 2.68960  0.489
H 2.37697 2.59906 2.30259  -0.490
H 3.34994 3.82233 1.44325  0.402
H 3.84895 3.66674 -1.65554  0.364
H 2.82240 3.70865 -3.90998  0.388
H 1.23007 1.86937 -4.53429  0.481
H 0.58623 0.23753 -2.77634  0.316
O -4.39620 -5.91564 3.72699  -0.494
C -5.11347 -4.78777 3.56065  0.461
O -6.19126 -4.68231 4.07784  -0.610
C -4.48887 -3.71266 2.73321  0.218
C -4.82962 -2.39216 3.01018  -1.127
C -4.26862 -1.36274 2.28088  -0.281
C -3.41182 -1.64623 1.22044  -0.030
C -3.07282 -2.96380 0.93387  0.124
C -3.60099 -3.99131 1.69993  -0.755
N -2.88543 -0.55636 0.50161  0.085
C -2.90181 -0.56949 -0.75384  -0.690
C -2.40411 0.60467 -1.51460  0.342
C -3.05354 0.95023 -2.69217  -0.714
C -2.70826 2.13207 -3.33022  -0.623
C -1.71308 2.91378 -2.77639  -1.088
C -1.07622 2.45616 -1.63032  -0.376
N -1.40144 1.32743 -1.00976  0.895
H -3.47813 -5.77934 3.45158  0.249
H -5.52407 -2.19248 3.81572  0.459
H -4.48240 -0.32746 2.51400  0.442
H -2.34474 -3.17042 0.16043  0.442
H -3.31785 -5.01217 1.47059  0.633
H -3.36988 -1.37378 -1.33282  0.432
H -3.83630 0.31098 -3.08104  0.516
H -3.21194 2.43386 -4.23999  0.405
H -1.40032 3.84345 -3.23191  0.496
H -0.24758 3.01247 -1.20526  0.211
C -0.01775 -10.17116 5.43851  -1.144
C 0.03585 -8.76877 4.87753  0.787
O 0.92626 -8.00012 5.10887  -0.523
S -1.35771 -8.40403 3.82135  -0.268
C -0.96347 -6.77847 3.24754  0.622
C -0.52253 -6.59230 1.93971  -0.627
C -0.23732 -5.32015 1.47382  -0.272
C -0.38508 -4.19640 2.29972  0.484
C -0.81127 -4.40286 3.62073  0.082
C -1.10092 -5.67302 4.08753  -1.136
C -0.14341 -2.88596 1.79743  -0.631
C 0.01122 -1.75504 1.36304  -2.068
H 0.28459 -10.14152 6.48401  0.312
H 0.70025 -10.78256 4.88976  0.275
H -1.00700 -10.61642 5.34353  0.361
H -0.39762 -7.45186 1.29228  0.469
H 0.11698 -5.17371 0.46114  0.525
H -0.91627 -3.54375 4.27071  0.621
H -1.42963 -5.81739 5.10973  0.394
C -3.70694 5.24438 3.10702  -1.394
C -3.55408 3.74219 3.20823  -0.316
O -2.17342 3.40060 3.16779  -0.076
P -1.72758 2.19827 2.10510  -0.414
O -1.63063 0.91366 3.04675  0.058
C -0.95067 0.85066 4.31504  0.256
C -1.96750 0.82857 5.43374  -1.486
O -0.13925 2.61992 2.03075  0.434
C 0.14029 3.89352 1.42146  0.001
C 0.50549 4.92974 2.46122  -1.745
H -4.75935 5.52930 3.17283  0.422
H -3.30845 5.60279 2.15629  0.286
H -3.16284 5.73699 3.91400  0.297
H -4.08860 3.24648 2.38873  0.418
H -3.97817 3.37241 4.14629  0.257
H -0.25869 1.68769 4.40844  0.181
H -0.36707 -0.06817 4.28902  0.174
H -2.54561 1.75400 5.44996  0.208
H -1.46013 0.72191 6.39481  0.437
H -2.65097 -0.01321 5.30902  0.279
H -0.73096 4.22159 0.83981  0.575
H 0.96640 3.73127 0.72756  -0.197
H -0.32928 5.10251 3.13839  0.305
H 0.76820 5.86919 1.96748  0.435
H 1.36782 4.59344 3.03648  0.240

Atoms 1-6, force components in eV/Å:
0.542 -0.287 -0.347
-0.054 -0.064 -0.007
-0.017 -0.030 0.098
0.058 0.010 0.010
-0.032 0.007 0.003
-0.014 -0.031 0.023

The calculation puts the relative energy (zero: lowest compared OMol25 entry of this formula, charge and spin) at 0.0000 eV. Its net charge is -1.

---

relative energy (zero: lowest compared OMol25 entry of this formula, charge and spin) of number 3 (C43H60AgN3O6PSSi3)?
0.0000 eV